[1]
Formula: C10H19Cl3N5
Source: OMol25
Level of theory: ωB97M-V/def2-TZVPD

Geometry (Å):
N: 4.8066 0.6637 1.1338
C: 4.5733 1.5887 0.3138
N: 4.6437 2.9304 0.7177
N: 4.2586 1.3267 -1.0753
C: 2.8321 1.5723 -1.3601
C: 2.0382 0.2802 -1.4060
C: 0.5500 0.5732 -1.7166
C: -0.4024 0.1250 -0.5868
C: -1.4821 1.0822 -0.2642
N: -1.3618 2.4644 -0.2020
C: -2.5159 3.0067 0.1583
N: -3.4022 2.0336 0.3328
C: -2.7780 0.8288 0.0724
Cl: -3.5312 -0.6726 0.1820
H: 4.7233 -0.2207 0.6412
H: 4.0451 3.1428 1.5007
H: 4.4843 3.5711 -0.0446
H: 4.7891 2.0062 -1.6148
H: 2.6961 2.1053 -2.2960
H: 2.3904 2.1923 -0.5681
H: 2.4237 -0.3558 -2.1944
H: 2.1418 -0.2662 -0.4739
H: 0.2904 0.0596 -2.6318
H: 0.4396 1.6445 -1.8711
H: -0.8317 -0.8498 -0.7733
H: 0.1912 0.0126 0.3212
H: -0.5046 2.9606 -0.3879
H: -2.7083 4.0497 0.3044
H: -4.3552 2.1824 0.6243
Cl: -2.0364 -3.9323 0.6603
C: -3.5831 -4.2571 1.4950
C: -3.6629 -5.6741 2.0000
Cl: -3.7727 -6.8471 0.6674
H: -4.3899 -4.0417 0.7984
H: -3.6461 -3.5631 2.3321
H: -4.5577 -5.7932 2.6084
H: -2.7951 -5.9293 2.6024

Calculated values
Kohn-Sham gap (hartree): 0.316
Charge: +1
2S+1: 1
HOMO level (eV): -11.87
LUMO energy (eV): -3.28

---

[2]
Formula: C43H33IrO3P2S2
Source: OMol25
Level of theory: ωB97M-V/def2-TZVPD

Geometry (Å):
Ir: 0.1474 -0.4104 1.2614
O: -1.8519 -2.9956 3.0319
S: -1.5151 -2.4145 1.7480
C: -0.9279 -3.7697 0.6701
C: -1.5051 -5.0223 0.7883
C: -1.0579 -6.0674 -0.0024
C: -0.0258 -5.8618 -0.9034
C: 0.5785 -4.6208 -0.9926
C: 0.1380 -3.5594 -0.2008
P: 1.0960 -2.0064 -0.2230
C: 2.7784 -2.5184 0.2210
C: 3.8429 -2.5481 -0.6760
C: 5.1059 -2.8894 -0.2223
C: 5.3148 -3.2017 1.1130
C: 4.2526 -3.1809 2.0066
C: 2.9919 -2.8280 1.5674
C: 1.1029 -1.3564 -1.9113
C: 1.9757 -0.2943 -2.1672
C: 1.9472 0.3483 -3.3897
C: 1.0221 -0.0358 -4.3516
C: 0.1405 -1.0754 -4.0938
C: 0.1754 -1.7380 -2.8779
C: -3.0749 -2.0200 0.8840
C: -4.0948 -2.9495 0.7951
C: -5.2561 -2.6349 0.1053
C: -5.3835 -1.3969 -0.5027
C: -4.3815 -0.4501 -0.3755
C: -3.2279 -0.7422 0.3492
P: -1.9909 0.5431 0.7004
C: -2.3867 1.8881 -0.4407
C: -3.0049 3.0514 0.0078
C: -3.3643 4.0243 -0.9071
C: -3.0916 3.8491 -2.2545
C: -2.4256 2.7120 -2.6914
C: -2.0607 1.7321 -1.7883
C: -2.3940 1.1278 2.3700
C: -3.6337 1.0079 2.9908
C: -3.7816 1.4484 4.2962
C: -2.7080 1.9962 4.9840
C: -1.4780 2.1376 4.3574
C: -1.3198 1.7027 3.0566
H: -2.2731 -5.1865 1.5260
H: -1.5066 -7.0417 0.0985
H: 0.3329 -6.6779 -1.5097
H: 1.4051 -4.4652 -1.6693
H: 3.6890 -2.3098 -1.7185
H: 5.9321 -2.9090 -0.9163
H: 6.3048 -3.4551 1.4595
H: 4.4113 -3.4311 3.0445
H: 2.1617 -2.7895 2.2644
H: 2.6800 0.0083 -1.4025
H: 2.6471 1.1453 -3.5958
H: 0.9932 0.4729 -5.3036
H: -0.5758 -1.3720 -4.8451
H: -0.5020 -2.5585 -2.6901
H: -4.0027 -3.9030 1.2876
H: -6.0541 -3.3589 0.0487
H: -6.2821 -1.1540 -1.0459
H: -4.4974 0.5250 -0.8211
H: -3.2172 3.1799 1.0591
H: -3.8742 4.9099 -0.5646
H: -3.3969 4.6017 -2.9635
H: -2.2068 2.5841 -3.7391
H: -1.5379 0.8402 -2.1107
H: -4.4776 0.5896 2.4618
H: -4.7396 1.3663 4.7847
H: -2.8252 2.3178 6.0075
H: -0.6445 2.5870 4.8748
H: -0.3743 1.8434 2.5365
O: 4.8888 6.5626 -1.9513
C: 5.0523 6.0328 -0.7502
O: 5.9165 6.4058 -0.0083
C: 4.1283 4.9074 -0.3349
C: 3.0860 4.3928 -1.1088
C: 2.3714 3.2970 -0.6658
C: 2.6838 2.7143 0.5650
S: 1.8526 1.2689 1.0710
C: 3.6960 3.2517 1.3660
C: 4.4047 4.3405 0.9135
H: 4.1585 6.1979 -2.4678
H: 2.8071 4.8205 -2.0629
H: 1.5834 2.8794 -1.2738
H: 3.9305 2.8114 2.3217
H: 5.2031 4.7768 1.4968

Calculated values
Kohn-Sham gap (spin up / spin down) (hartree): 0.213 / 0.186
Charge: +2
2S+1: 1
HOMO level (spin up / spin down) (eV): -13.34 / -13.02
LUMO energy (spin up / spin down) (eV): -7.53 / -7.95

---

[3]
Formula: C20H18N6O7S4
Source: OMol25
Level of theory: ωB97M-V/def2-TZVPD

Geometry (Å):
C: 2.3541 2.3767 -3.3544
H: 2.7400 1.3530 -3.3471
H: 3.1941 3.0771 -3.4160
H: 1.6870 2.5176 -4.2029
O: 1.5637 2.6313 -2.2127
N: 2.3138 2.4003 -1.0762
C: 1.7453 2.3809 0.0702
C: 0.3318 2.5083 0.3564
C: -0.2400 2.3056 1.5831
S: -1.9567 2.3615 1.4790
C: -1.7786 2.6623 -0.2747
N: -0.5591 2.7194 -0.6626
N: -2.8642 2.8941 -1.0373
H: -3.6915 2.3115 -0.8377
H: -2.6407 2.9021 -2.0231
H: 0.2501 2.1029 2.5118
C: 2.6646 1.9720 1.2002
O: 2.5745 2.3765 2.3429
N: 3.5952 1.0969 0.7505
C: 4.2003 0.0427 1.4975
H: 4.8614 0.4084 2.2858
C: 3.1883 -1.0475 1.9155
N: 3.4395 -1.8245 0.6996
C: 4.8151 -1.1149 0.5605
O: 5.8502 -1.6897 0.8923
C: 2.6933 -1.5051 -0.4132
C: 1.3427 -1.4191 -0.3848
C: 0.5091 -0.9744 -1.5252
H: 1.1222 -0.7757 -2.4015
H: -0.1007 -0.1030 -1.2806
S: -0.6833 -2.2903 -2.0568
C: -1.9879 -2.0367 -0.9254
N: -2.5280 -3.0021 -0.2599
C: -3.5508 -2.5646 0.5179
C: -3.8249 -1.2260 0.4329
C: -4.8384 -0.4155 1.1171
H: -5.5785 -1.0341 1.6263
H: -4.3715 0.2594 1.8430
C: -5.5650 0.5574 0.0897
O: -6.7593 0.7569 0.2766
O: -4.8179 1.0284 -0.7902
S: -2.7792 -0.4730 -0.7216
C: -4.2519 -3.5410 1.4082
H: -4.0952 -3.2869 2.4570
H: -5.3240 -3.5398 1.2119
H: -3.8528 -4.5340 1.2196
C: 0.7034 -1.6960 0.9265
H: -0.3595 -1.4705 0.9398
H: 0.8752 -2.7185 1.2656
S: 1.4563 -0.6038 2.2132
C: 3.6207 -1.0033 -1.4653
O: 3.3682 -0.8071 -2.6354
O: 4.7752 -0.6959 -0.9071
H: 3.5484 -1.6125 2.7791
H: 3.6158 1.0023 -0.2583

Calculated values
Kohn-Sham gap (hartree): 0.265
SMILES string: CO/N=C(/C(=O)N[C@H]1[C@H]2SCC(CSc3nc(C)c(CC(=O)[O-])s3)=C3C(=O)O[C@]1([O-])N32)c1csc(N)n1
Charge: -2
2S+1: 1
HOMO level (eV): -2.74
LUMO energy (eV): 4.48

---

[4]
Formula: C5H12NO
Source: OMol25
Level of theory: ωB97M-V/def2-TZVPD

Geometry (Å):
O: -1.1434 2.9582 -0.2926
C: -0.9673 1.9786 0.4787
C: -0.8656 0.3377 0.0700
C: 0.3578 -0.2603 0.6391
C: 0.2601 -1.7633 0.7752
C: 1.6928 0.2015 0.0113
N: -0.9018 0.1615 -1.5397
H: -1.0370 1.9357 1.6275
H: -1.8135 -0.1948 0.2690
H: 0.3136 0.1422 1.6897
H: 0.7051 -2.1846 1.7051
H: 0.7962 -2.4073 0.0639
H: -0.9365 -2.1380 0.5616
H: 1.7451 1.3592 0.0057
H: 1.9381 -0.0642 -1.0470
H: 2.5863 -0.3615 0.6175
H: -0.9440 1.0667 -2.0780
H: -0.0854 -0.3832 -1.8783
H: -1.7006 -0.3840 -1.6786

Calculated values
Kohn-Sham gap (spin up / spin down) (hartree): 0.322 / 0.196
Charge: +2
2S+1: 2
HOMO level (spin up / spin down) (eV): -20.03 / -20.00
LUMO energy (spin up / spin down) (eV): -11.26 / -14.68

---

[5]
Formula: C6H11NS
Source: OMol25
Level of theory: ωB97M-V/def2-TZVPD

Geometry (Å):
C: -0.8913 0.2060 1.9482
C: -1.4310 2.2066 -0.1518
C: 0.4359 -1.7351 -2.4380
C: 1.5807 -1.4361 2.3959
C: -0.1362 1.4139 -0.2072
C: 0.1685 0.5132 1.0975
N: -1.8733 -0.2358 2.3513
S: 1.5425 -0.4337 0.9937
H: -1.5030 2.9226 0.6304
H: -1.6019 2.6595 -1.0687
H: -2.1915 1.4423 0.0570
H: 0.8931 -1.8444 -1.5429
H: -0.2726 -2.4350 -2.5552
H: 1.2028 -1.7616 -3.1692
H: 0.0648 -0.7582 -2.4299
H: 0.7680 -1.3954 3.1129
H: 2.5499 -1.9589 2.4563
H: -0.0822 0.6594 -1.0642
H: 0.7767 1.9709 -0.4161

Calculated values
Kohn-Sham gap (spin up / spin down) (hartree): 0.274 / 0.280
2S+1: 1
HOMO level (spin up / spin down) (eV): -8.17 / -8.03
LUMO energy (spin up / spin down) (eV): -0.73 / -0.40

---

[6]
Formula: C20H25ClN4O5S
Source: OMol25
Level of theory: ωB97M-V/def2-TZVPD

Geometry (Å):
C: -3.9647 0.3766 3.4177
H: -4.1963 -0.6553 3.7021
O: -4.0776 0.5561 2.0209
C: -3.1905 -0.0681 1.2128
C: -3.3098 0.1993 -0.1534
C: -2.4522 -0.3660 -1.0696
C: -1.4412 -1.2191 -0.6362
C: -1.3302 -1.5029 0.7194
C: -2.1955 -0.9424 1.6404
H: -2.0779 -1.1743 2.6855
H: -0.5570 -2.1773 1.0638
N: -0.4968 -1.7872 -1.5088
C: -0.4240 -1.6981 -2.8621
O: -1.2408 -1.1671 -3.5774
C: 0.8447 -2.3552 -3.4131
N: 2.0161 -1.5261 -3.1359
C: 3.2419 -2.2583 -3.4108
H: 3.2668 -3.1565 -2.7946
H: 4.0963 -1.6365 -3.1473
H: 3.3340 -2.5557 -4.4634
C: 1.9567 -0.2778 -3.8883
C: 1.0901 0.7827 -3.2126
O: 0.5078 1.6399 -3.8268
N: 1.1441 0.6785 -1.8509
C: 0.4246 1.3845 -0.8940
C: 0.6990 1.1396 0.4520
C: -0.0134 1.7895 1.4356
C: -1.0176 2.6818 1.0982
C: -1.2857 2.9473 -0.2390
C: -0.5646 2.3102 -1.2281
H: -0.7670 2.5093 -2.2675
H: -2.0630 3.6482 -0.4948
Cl: -1.9073 3.4254 2.3526
S: 0.3340 1.5544 3.1917
O: 0.7262 2.8194 3.7300
O: -0.7689 0.8511 3.7790
N: 1.6480 0.5596 3.2830
C: 1.4896 -0.8663 3.2374
H: 0.4308 -1.0733 3.3635
H: 1.8390 -1.2902 2.2879
H: 2.0462 -1.3341 4.0537
C: 2.9665 1.1111 3.1331
H: 3.6265 0.7222 3.9120
H: 2.8772 2.1879 3.2483
H: 3.4020 0.8822 2.1531
H: 1.4682 0.4352 0.7256
H: 1.7115 -0.0929 -1.5171
H: 2.9640 0.1448 -3.9559
H: 1.5815 -0.4153 -4.9121
H: 0.7022 -2.5091 -4.4938
H: 0.9880 -3.3293 -2.9381
H: 0.2343 -2.3098 -1.0470
H: -2.5544 -0.1484 -2.1188
H: -4.0913 0.8683 -0.4753
H: -2.9671 0.6421 3.7767
H: -4.7030 1.0451 3.8568

Calculated values
Kohn-Sham gap (hartree): 0.288
SMILES string: COc1ccc(NC(=O)CN(C)CC(=O)Nc2ccc(Cl)c(S(=O)(=O)N(C)C)c2)cc1
2S+1: 1
HOMO level (eV): -7.73
LUMO energy (eV): 0.12

---

[7]
Formula: C46H39Cl2NO2P2Sn
Source: OMol25
Level of theory: ωB97M-V/def2-TZVPD

Geometry (Å):
Sn: -0.1582 -0.3884 0.8681
C: -0.5214 -4.2483 -1.6553
C: 0.8633 -4.3560 -2.2399
C: 1.3503 -5.5902 -2.6535
C: 2.6133 -5.7149 -3.2101
C: 3.4246 -4.5970 -3.3436
C: 2.9649 -3.3581 -2.9338
C: 1.6845 -3.2262 -2.3936
P: 1.0102 -1.5881 -1.9288
C: 2.5579 -0.5897 -1.8678
C: 3.1712 -0.9223 -0.6511
C: 4.4465 -0.5034 -0.3334
C: 5.1156 0.3279 -1.2180
C: 4.5013 0.7015 -2.3985
C: 3.2309 0.2515 -2.7638
C: 2.7232 0.6985 -4.1051
C: 0.0055 -1.2863 -3.4550
C: 0.4703 -1.6093 -4.7113
C: -0.2413 -1.2519 -5.8578
C: -1.4521 -0.5520 -5.7745
C: -1.9946 -0.3012 -4.5480
C: -1.3288 -0.7408 -3.3536
C: -2.0682 -0.8009 -2.2102
H: -0.8986 -5.2257 -1.3629
H: -1.2201 -3.8306 -2.3878
H: -0.5244 -3.6085 -0.7690
H: 0.7286 -6.4697 -2.5387
H: 2.9687 -6.6849 -3.5303
H: 4.4176 -4.6908 -3.7625
H: 3.6113 -2.4947 -3.0238
H: 2.6524 -1.5870 0.0378
H: 4.9163 -0.8345 0.5832
H: 6.1090 0.6874 -0.9847
H: 5.0291 1.3538 -3.0837
H: 3.1464 1.6704 -4.3541
H: 1.6443 0.7764 -4.1312
H: 3.0425 0.0015 -4.8854
H: 1.4217 -2.1149 -4.8071
H: 0.1660 -1.4969 -6.8310
H: -1.9711 -0.2520 -6.6744
H: -2.9716 0.1582 -4.4562
H: -1.7317 -1.3352 -1.3333
H: -3.0822 -0.4163 -2.1924
N: 0.4557 2.5305 -2.1479
C: 1.2576 3.5618 -1.7006
C: 1.6640 4.5308 -2.6271
C: 2.4025 5.6277 -2.2396
C: 2.7548 5.7875 -0.9065
C: 2.4010 4.8205 0.0139
C: 1.6676 3.6879 -0.3516
P: 1.2994 2.4104 0.9236
C: 2.4861 2.8667 2.2411
C: 2.1802 3.8067 3.2258
C: 3.1469 4.1865 4.1438
C: 4.4173 3.6306 4.0944
C: 4.7199 2.6799 3.1313
C: 3.7578 2.2999 2.2090
C: -0.2694 2.9756 1.6860
C: -0.7609 2.2078 2.7453
C: -1.9265 2.5717 3.4020
C: -2.6122 3.7110 2.9999
C: -2.1442 4.4628 1.9322
C: -0.9792 4.0948 1.2674
H: 0.0168 2.6863 -3.0396
H: -0.1597 2.1163 -1.4747
H: 1.3608 4.4099 -3.6620
H: 2.6869 6.3718 -2.9715
H: 3.3030 6.6637 -0.5895
H: 2.7022 4.9491 1.0439
H: 1.1952 4.2506 3.2762
H: 2.9078 4.9275 4.8951
H: 5.1683 3.9339 4.8114
H: 5.7068 2.2371 3.0975
H: 3.9895 1.5673 1.4501
H: -0.1913 1.3462 3.0944
H: -2.2912 1.9811 4.2326
H: -3.5126 4.0097 3.5204
H: -2.6790 5.3507 1.6190
H: -0.6091 4.6891 0.4405
Cl: -7.2611 2.4334 1.3456
C: -5.7856 1.5479 1.3267
C: -5.6855 0.3550 2.0735
C: -4.5199 -0.3625 2.1029
Cl: -4.3992 -1.8073 3.0262
C: -3.3628 0.0726 1.3947
O: -2.2574 -0.5776 1.4924
C: -3.5101 1.2449 0.5958
C: -2.4782 1.6543 -0.2597
O: -1.3598 1.0981 -0.4255
C: -4.7204 1.9831 0.5990
H: -6.5386 0.0098 2.6427
H: -2.6837 2.5316 -0.8867
H: -4.7876 2.8916 0.0129

Calculated values
Kohn-Sham gap (hartree): 0.157
Charge: +2
2S+1: 1
HOMO level (eV): -12.53
LUMO energy (eV): -8.27

---

[8]
Formula: C7H12
Source: OMol25
Level of theory: ωB97M-V/def2-TZVPD

Geometry (Å):
C: 1.4906 0.9688 -1.8021
C: 0.1641 0.7391 -1.0976
C: -0.2300 -0.7416 -0.8305
C: -0.4424 -0.3828 0.6419
C: -1.6352 -0.7663 1.4593
C: -0.2537 -1.1898 1.8847
C: 0.1298 1.0162 0.4287
H: 1.4468 0.6515 -2.8507
H: 2.2883 0.3960 -1.3122
H: 1.7776 2.0268 -1.7810
H: -0.6369 1.2799 -1.6142
H: -1.1233 -1.0948 -1.3579
H: 0.5893 -1.4463 -1.0165
H: -2.2791 -1.5360 1.0377
H: -2.1594 -0.0109 2.0395
H: 0.0256 -2.2387 1.8303
H: 0.1900 -0.6471 2.7172
H: 1.1370 1.1157 0.8544
H: -0.4792 1.8605 0.7689

Calculated values
Kohn-Sham gap (hartree): 0.401
SMILES string: CC1CC2(CC2)C1
2S+1: 1
HOMO level (eV): -9.76
LUMO energy (eV): 1.16

---

[9]
Formula: C9H20F6N4O11P2S2Zn
Source: OMol25
Level of theory: ωB97M-V/def2-TZVPD

Geometry (Å):
Zn: -0.7789 0.4577 -0.5449
F: -4.6763 1.3477 2.1018
C: -3.5113 1.2764 1.4790
F: -2.7325 2.2804 1.8909
F: -2.9113 0.1209 1.8130
S: -3.7367 1.4085 -0.3484
O: -2.3198 1.5733 -0.8436
O: -4.5070 2.6002 -0.4969
N: -4.3661 0.0500 -0.6844
S: -4.1018 -0.5721 -2.2267
O: -1.3937 -1.6199 -1.5395
O: -5.2361 -0.2617 -3.0947
C: -4.4723 -2.3283 -1.6261
F: -5.7722 -2.5588 -1.6577
F: -4.0091 -2.5981 -0.4019
F: -3.8640 -3.1905 -2.4754
C: 2.3915 -3.2361 -1.4593
C: 1.1906 -2.3449 -1.7983
O: 0.6289 -2.7070 -3.0601
P: -0.2023 -2.6767 -0.6428
O: -0.9387 -4.0293 -0.9489
O: 0.5670 -3.0948 0.6999
O: -1.1621 -1.5451 -0.0451
P: 1.7677 -0.5699 -1.9108
O: 2.5547 -0.3935 -0.4977
O: 2.6918 -0.5047 -3.0569
O: 0.5843 0.3737 -1.8637
H: 2.1173 -4.2860 -1.5704
H: 2.7354 -3.0634 -0.4426
H: 3.1937 -2.9998 -2.1587
H: 1.0490 -2.1682 -3.7454
H: -1.4567 -4.0290 -1.7693
H: 0.0171 -3.6103 1.3094
H: 3.5077 -0.3989 -0.6852
C: 2.1668 0.0288 2.9055
N: 2.0965 1.3677 2.3506
C: 2.6660 2.4090 3.1948
C: 1.1851 1.6578 1.3744
N: 0.1459 0.9010 1.1497
N: 1.3867 2.7894 0.6571
C: 0.3192 3.3226 -0.1803
C: 2.7324 3.1999 0.2656
H: 3.1810 -0.1358 3.2696
H: 1.9600 -0.7087 2.1329
H: 1.4769 -0.1099 3.7476
H: 2.3032 2.2914 4.2192
H: 2.3708 3.3907 2.8380
H: 3.7564 2.3479 3.2100
H: 0.0262 0.2149 1.8818
H: -0.6297 3.2791 0.3491
H: 0.2251 2.7812 -1.1256
H: 0.5514 4.3629 -0.4001
H: 3.4717 2.5343 0.7002
H: 2.9363 4.2243 0.5829
H: 2.8241 3.1497 -0.8215

Calculated values
Kohn-Sham gap (hartree): 0.328
2S+1: 1
HOMO level (eV): -9.04
LUMO energy (eV): -0.12

---

| no. | largest force on an atom (eV Å⁻¹) |
| --- | --- |
| 1 | 0.97 |
| 2 | 3.26 |
| 3 | 1.54 |
| 4 | 6.35 |
| 5 | 3.59 |
| 6 | 0.92 |
| 7 | 1.20 |
| 8 | 0.22 |
| 9 | 1.13 |